{"formula": "C11H16FN5", "method": "the ωB97M-V functional and the def2-TZVPD basis", "species": ["F", "N", "N", "N", "N", "N", "C", "C", "C", "C", "C", "C", "C", "C", "C", "C", "C", "H", "H", "H", "H", "H", "H", "H", "H", "H", "H", "H", "H", "H", "H", "H", "H"], "positions_angstrom": [[-2.1274, -2.3386, 1.2215], [1.8988, 0.3775, -3.3154], [2.4243, -0.8885, -1.3670], [-0.0135, -0.5227, 3.5111], [2.6329, 1.4991, -1.3263], [-0.2819, 3.2906, 0.8327], [1.8019, 0.3653, -1.8182], [-2.7810, 1.0335, 2.4486], [-0.4901, -0.3260, 2.4723], [0.2655, 0.5632, -1.3549], [0.0902, -2.5095, 0.2485], [0.1004, 2.2256, 0.5709], [0.2177, 0.6746, 0.2403], [-3.0664, 1.2170, 3.6286], [-0.9563, -0.1398, 0.9569], [-1.2055, -1.6087, 0.4041], [-2.3743, 0.6072, 0.9821], [2.5522, -0.9341, -0.3548], [-0.0429, 1.5821, -1.7731], [2.0966, 2.3747, -1.4347], [1.9719, -1.7199, -1.7481], [-0.4530, -0.1850, -1.8006], [-3.1740, -0.1457, 0.6688], [1.1880, 0.3516, 0.7468], [0.2186, -2.7269, -0.8582], [-1.6887, -1.5004, -0.6214], [-2.4646, 1.4779, 0.2710], [1.0174, -2.0994, 0.7415], [2.8391, 1.3434, -0.3288], [-0.1152, -3.5194, 0.7393], [-3.0330, 1.1011, 4.7484], [1.7815, 1.3338, -3.6651], [1.1709, -0.2535, -3.6666]], "e_homo_ha": -0.3612, "largest_force_ha_per_bohr": 0.050, "total_charge": 0, "smiles": "C#CC[C@](C#N)([C@H](C#N)CC(N)(N)N)[C@@H](C)F", "homo_lumo_gap_ev": 10.035, "lumo_energy_ev": 0.21, "mol_weight_g_mol": 237.3}